Record 1
Density functional theory data (ωB97M-V/def2-TZVPD) for a 4-piece molecular cluster, C24H47N4O4 overall.

Each atom is followed by the atoms it is bonded to, with distances in Å.
CARTESIAN COORDINATES (ANGSTROEM)
1 C 5.97507 -4.50553 2.38533  O2 1.410, H18 1.095, H19 1.093, H20 1.087
2 O 5.97182 -3.09717 2.32237  C1 1.410, C3 1.415
3 C 5.91539 -2.56756 1.01112  O2 1.415, C4 1.528, H21 1.093, H22 1.091
4 C 4.58467 -1.85601 0.77104  C3 1.528, C5 1.531, H23 1.092, H24 1.090
5 C 4.33345 -1.60538 -0.71867  C4 1.531, C6 1.540, H25 1.090, H26 1.091
6 C 3.92925 -2.88145 -1.48032  C5 1.540, C7 1.547, H27 1.087, H28 1.089
7 C 2.39433 -3.07180 -1.49342  C6 1.547, C8 1.543, H29 1.087, H30 1.089
8 C 1.93179 -4.46629 -1.02086  C7 1.543, C9 1.486, H31 1.091, H32 1.091
9 C 0.73599 -4.41657 -0.13940  C8 1.486, N10 1.301, N17 1.376
10 N 0.11376 -3.33330 0.22297  C9 1.301, N11 1.357
11 N -0.90689 -3.73453 1.02226  N10 1.357, C12 1.470, C16 1.305
12 C -1.81785 -2.75297 1.62768  N11 1.470, C13 1.517, H33 1.091, H34 1.085
13 C -1.07303 -1.55036 2.17675  C12 1.517, C14 1.501, N15 1.261
14 C -0.45609 -0.56508 1.22652  C13 1.501, H35 1.086, H36 1.085, H37 1.092
15 N -1.04495 -1.47080 3.43460  C13 1.261, H38 1.020
16 C -0.91683 -5.03300 1.15181  N11 1.305, N17 1.338, H39 1.077
17 N 0.10863 -5.49993 0.43113  C9 1.376, C16 1.338, H40 1.008
18 H 5.32687 -4.94001 1.61719  C1 1.095
19 H 6.98384 -4.90451 2.25140  C1 1.093
20 H 5.61393 -4.80632 3.36543  C1 1.087
21 H 6.08802 -3.34872 0.26672  C3 1.093
22 H 6.71967 -1.83666 0.91404  C3 1.091
23 H 3.77280 -2.42158 1.23414  C4 1.092
24 H 4.65926 -0.89062 1.27260  C4 1.090
25 H 3.55038 -0.85515 -0.82386  C5 1.090
26 H 5.24935 -1.20328 -1.15520  C5 1.091
27 H 4.27420 -2.77774 -2.50611  C6 1.087
28 H 4.39978 -3.74183 -1.00785  C6 1.089
29 H 1.94497 -2.29327 -0.88205  C7 1.087
30 H 2.00581 -2.91645 -2.49831  C7 1.089
31 H 1.68033 -5.07916 -1.88820  C8 1.091
32 H 2.74481 -4.96637 -0.49292  C8 1.091
33 H -2.52939 -2.43663 0.86398  C12 1.091
34 H -2.32025 -3.23490 2.46019  C12 1.085
35 H -0.72498 0.45494 1.48672  C14 1.086
36 H -0.71388 -0.78571 0.19574  C14 1.085
37 H 0.63086 -0.64490 1.29581  C14 1.092
38 H -0.55941 -0.62280 3.72687  N15 1.020
39 H -1.61468 -5.61076 1.73351  C16 1.077
40 H 0.38233 -6.46527 0.33320  N17 1.008
41 C -4.29926 1.31245 -2.26662  C42 1.525, C45 1.521, H46 1.088, H47 1.091
42 C -3.95330 -0.07238 -2.80449  C41 1.525, C43 1.521, H48 1.092, H49 1.088
43 C -2.91793 -0.54149 -1.79324  C42 1.521, O44 1.433, H50 1.096, H51 1.094
44 O -3.26081 0.06888 -0.54307  C43 1.433, C45 1.435
45 C -4.24632 1.08875 -0.76273  C41 1.521, O44 1.435, H52 1.095, H53 1.091
46 H -5.26433 1.68561 -2.60401  C41 1.088
47 H -3.53208 2.02768 -2.56768  C41 1.091
48 H -4.83356 -0.71842 -2.77502  C42 1.092
49 H -3.57040 -0.06460 -3.82320  C42 1.088
50 H -1.90889 -0.21529 -2.07001  C43 1.096
51 H -2.91087 -1.62932 -1.67702  C43 1.094
52 H -5.20769 0.73486 -0.37692  C45 1.095
53 H -3.95898 1.98620 -0.21317  C45 1.091
54 C 1.12115 3.79916 -1.95812  C55 1.528, C58 1.523, H59 1.089, H60 1.092
55 C 0.21833 3.55019 -0.75128  C54 1.528, C56 1.517, H61 1.093, H62 1.086
56 C -0.71862 2.48237 -1.28335  C55 1.517, O57 1.434, H63 1.095, H64 1.091
57 O 0.03277 1.71744 -2.23587  C56 1.434, C58 1.432
58 C 1.25810 2.39602 -2.53529  C54 1.523, O57 1.432, H65 1.097, H66 1.090
59 H 2.08043 4.24760 -1.70549  C54 1.089
60 H 0.61785 4.45178 -2.67452  C54 1.092
61 H 0.80815 3.15856 0.08192  C55 1.093
62 H -0.31419 4.43064 -0.40430  C55 1.086
63 H -1.57697 2.92965 -1.79497  C56 1.095
64 H -1.09232 1.81658 -0.50376  C56 1.091
65 H 2.08602 1.85332 -2.06366  C58 1.097
66 H 1.41182 2.38913 -3.61461  C58 1.090
67 C -3.74235 6.64442 1.37801  C68 1.527, C71 1.522, H72 1.088, H73 1.092
68 C -3.84462 5.68596 2.56212  C67 1.527, C69 1.522, H74 1.092, H75 1.088
69 C -3.38743 4.37566 1.93670  C68 1.522, O70 1.431, H76 1.096, H77 1.091
70 O -2.44321 4.72275 0.91931  C69 1.431, C71 1.433
71 C -2.49184 6.13398 0.67678  C67 1.522, O70 1.433, H78 1.095, H79 1.091
72 H -3.66379 7.69082 1.66644  C67 1.088
73 H -4.61284 6.53386 0.72811  C67 1.092
74 H -3.15459 5.98920 3.35207  C68 1.092
75 H -4.84365 5.62146 2.98938  C68 1.088
76 H -4.22630 3.84449 1.47294  C69 1.096
77 H -2.90750 3.70612 2.65192  C69 1.091
78 H -1.58852 6.59281 1.09259  C71 1.095
79 H -2.50466 6.30852 -0.39978  C71 1.091

Results
LUMO in eV: -2.87
Calculated total energy in hartree: -1462.35367
Charge: +1
HOMO level in eV: -11.2344

Atom charges from the Mulliken analysis, given in e for atoms 1 to 4: atom 1 (C): -0.609, atom 2 (O): -0.365, atom 3 (C): -0.817, atom 4 (C): -0.223

Record 2
Density functional theory data (ωB97M-V/def2-TZVPD) for a 12-piece molecular cluster, C32H95N15O12 overall.

Each atom is followed by the atoms it is bonded to, with distances in Å.
CARTESIAN COORDINATES (ANGSTROEM)
1 C -7.95390 0.56424 3.35464  O2 1.453, H7 1.090, H8 1.090, H9 1.090
2 O -7.07927 -0.55852 3.06104  C1 1.453, C3 1.438
3 C -6.58060 -1.16006 4.26771  O2 1.438, C4 1.617, H10 1.090, H11 1.090
4 C -4.98642 -0.89294 4.31336  C3 1.617, C5 1.527, N6 1.421, H12 1.090
5 C -4.57600 0.56707 4.49247  C4 1.527, H13 1.090, H14 1.090, H15 1.090
6 N -4.43021 -1.45296 3.13201  C4 1.421, H16 1.010, H17 1.010
7 H -8.48135 0.73480 2.41613  C1 1.090
8 H -7.30855 1.38104 3.67785  C1 1.090
9 H -8.75540 0.21854 4.00746  C1 1.090
10 H -7.14791 -0.81884 5.13363  C3 1.090
11 H -6.80872 -2.22374 4.33592  C3 1.090
12 H -4.59608 -1.37499 5.20966  C4 1.090
13 H -4.81581 1.25028 3.67772  C5 1.090
14 H -3.49152 0.59275 4.38597  C5 1.090
15 H -4.95316 0.89270 5.46192  C5 1.090
16 H -4.84160 -2.35859 2.95679  N6 1.010
17 H -4.84951 -0.83146 2.45523  N6 1.010
18 C 4.12029 -4.83439 -2.90560  O19 1.425, H24 1.090, H25 1.090, H26 1.090
19 O 4.87762 -5.69449 -2.05948  C18 1.425, C20 1.412
20 C 6.22309 -5.66818 -2.48664  O19 1.412, C21 1.504, H27 1.090, H28 1.090
21 C 6.98507 -6.56474 -1.54999  C20 1.504, C22 1.497, N23 1.431, H29 1.090
22 C 7.11720 -6.14525 -0.11917  C21 1.497, H30 1.090, H31 1.090, H32 1.090
23 N 8.29242 -6.91448 -2.01498  C21 1.431, H33 1.010, H34 1.010
24 H 3.20351 -4.78549 -2.31804  C18 1.090
25 H 3.93220 -5.40596 -3.81446  C18 1.090
26 H 4.51065 -3.84036 -3.12385  C18 1.090
27 H 6.27553 -6.04767 -3.50710  C20 1.090
28 H 6.64481 -4.66351 -2.51635  C20 1.090
29 H 6.57499 -7.57424 -1.52096  C21 1.090
30 H 7.50927 -5.13432 -0.00786  C22 1.090
31 H 7.65634 -6.85278 0.51078  C22 1.090
32 H 6.18268 -6.17156 0.44128  C22 1.090
33 H 8.70255 -7.46172 -1.27175  N23 1.010
34 H 8.28449 -7.48737 -2.84676  N23 1.010
35 C -6.69452 2.05256 -5.75087  O36 1.470, H41 1.090, H42 1.090, H43 1.090
36 O -7.27307 0.77376 -6.18858  C35 1.470, C37 1.441
37 C -8.15553 0.87590 -7.32317  O36 1.441, C38 1.574, H44 1.090, H45 1.090
38 C -8.61881 -0.51281 -7.90144  C37 1.574, C39 1.547, N40 1.438, H46 1.090
39 C -9.54860 -0.50864 -9.13726  C38 1.547, H47 1.090, H48 1.090, H49 1.090
40 N -9.14483 -1.38146 -6.88329  C38 1.438, H50 1.010, H51 1.010
41 H -7.48072 2.73214 -5.42197  C35 1.090
42 H -6.33917 2.54097 -6.65822  C35 1.090
43 H -5.92378 2.00896 -4.98135  C35 1.090
44 H -9.05085 1.39677 -6.98374  C37 1.090
45 H -7.80639 1.47622 -8.16330  C37 1.090
46 H -7.72311 -1.02288 -8.25591  C38 1.090
47 H -10.54384 -0.10548 -8.95000  C39 1.090
48 H -9.80606 -1.53514 -9.39823  C39 1.090
49 H -9.14467 -0.02902 -10.02883  C39 1.090
50 H -8.85086 -0.82060 -6.09645  N40 1.010
51 H -8.53816 -2.18843 -6.85423  N40 1.010
52 C -3.30444 8.13894 4.70690  O53 1.442, H58 1.090, H59 1.090, H60 1.090
53 O -4.61029 8.11869 4.09466  C52 1.442, C54 1.439
54 C -4.56046 7.55335 2.77220  O53 1.439, C55 1.514, H61 1.090, H62 1.090
55 C -5.87067 7.75462 2.04030  C54 1.514, C56 1.539, N57 1.476, H63 1.090
56 C -6.05604 6.66908 0.96588  C55 1.539, H64 1.090, H65 1.090, H66 1.090
57 N -5.86942 9.06430 1.35946  C55 1.476, H67 1.010, H68 1.010
58 H -3.41132 8.54085 5.71444  C52 1.090
59 H -2.53994 8.75231 4.23001  C52 1.090
60 H -2.91671 7.12199 4.76650  C52 1.090
61 H -3.67082 7.93478 2.27104  C54 1.090
62 H -4.41671 6.47425 2.82665  C54 1.090
63 H -6.70415 7.71295 2.74150  C55 1.090
64 H -5.17480 6.76122 0.33105  C56 1.090
65 H -7.00116 6.81371 0.44249  C56 1.090
66 H -6.09745 5.71727 1.49542  C56 1.090
67 H -4.91439 9.19106 1.05624  N57 1.010
68 H -5.83585 9.69993 2.14363  N57 1.010
69 C 3.28567 -1.32715 0.77987  O70 1.457, H75 1.090, H76 1.090, H77 1.090
70 O 2.74140 0.01373 0.60850  C69 1.457, C71 1.418
71 C 1.39906 -0.01615 0.15359  O70 1.418, C72 1.613, H78 1.090, H79 1.090
72 C 0.79684 1.47557 0.03278  C71 1.613, C73 1.520, N74 1.465, H80 1.090
73 C -0.66347 1.50317 -0.38636  C72 1.520, H81 1.090, H82 1.090, H83 1.090
74 N 1.67406 2.13248 -0.93875  C72 1.465, H84 1.010, H85 1.010
75 H 3.57812 -1.52020 1.81201  C69 1.090
76 H 4.16457 -1.31655 0.13525  C69 1.090
77 H 2.66755 -2.15662 0.43634  C69 1.090
78 H 1.33574 -0.50236 -0.81990  C71 1.090
79 H 0.83839 -0.60017 0.88342  C71 1.090
80 H 0.94888 2.04699 0.94845  C72 1.090
81 H -1.08104 2.47756 -0.13274  C73 1.090
82 H -1.14790 0.80339 0.29461  C73 1.090
83 H -0.91079 1.19651 -1.40266  C73 1.090
84 H 1.53110 1.84852 -1.89740  N74 1.010
85 H 2.54109 1.63509 -0.79391  N74 1.010
86 C 7.05621 3.97895 2.21583  O87 1.429, H92 1.090, H93 1.090, H94 1.090
87 O 6.01499 3.72327 3.16096  C86 1.429, C88 1.421
88 C 6.17259 2.52007 3.89996  O87 1.421, C89 1.506, H95 1.090, H96 1.090
89 C 5.08348 2.45537 4.93770  C88 1.506, C90 1.524, N91 1.418, H97 1.090
90 C 4.98792 1.18548 5.77465  C89 1.524, H98 1.090, H99 1.090, H100 1.090
91 N 3.78128 2.51564 4.37927  C89 1.418, H101 1.010, H102 1.010
92 H 6.87363 4.93660 1.72833  C86 1.090
93 H 7.02655 3.19803 1.45598  C86 1.090
94 H 8.07227 3.93672 2.60816  C86 1.090
95 H 6.14493 1.58651 3.33799  C88 1.090
96 H 7.12562 2.51514 4.42893  C88 1.090
97 H 5.17854 3.27988 5.64428  C89 1.090
98 H 5.89478 0.94990 6.33163  C90 1.090
99 H 4.83980 0.31022 5.14211  C90 1.090
100 H 4.10863 1.22101 6.41784  C90 1.090
101 H 3.99963 2.26525 3.42548  N91 1.010
102 H 3.45362 1.59714 4.64217  N91 1.010
103 C 2.11462 -9.26030 2.58975  O104 1.418, H109 1.090, H110 1.090, H111 1.090
104 O 1.12192 -8.28975 2.87840  C103 1.418, C105 1.454
105 C -0.27509 -8.61671 2.64311  O104 1.454, C106 1.552, H112 1.090, H113 1.090
106 C -0.64555 -8.49183 1.14085  C105 1.552, C107 1.527, N108 1.439, H114 1.090
107 C -0.63139 -7.10007 0.51260  C106 1.527, H115 1.090, H116 1.090, H117 1.090
108 N -1.91821 -9.09853 0.85152  C106 1.439, H118 1.010, H119 1.010
109 H 3.01191 -9.07303 3.17959  C103 1.090
110 H 2.24466 -9.20676 1.50886  C103 1.090
111 H 1.72264 -10.21918 2.92886  C103 1.090
112 H -0.55190 -9.60135 3.01990  C105 1.090
113 H -0.86539 -7.87739 3.18445  C105 1.090
114 H 0.12375 -9.06839 0.62720  C106 1.090
115 H -1.38500 -6.39931 0.87192  C107 1.090
116 H -0.60001 -7.02349 -0.57426  C107 1.090
117 H 0.35275 -6.74208 0.81496  C107 1.090
118 H -1.69653 -9.63139 0.02266  N108 1.010
119 H -2.13446 -9.76923 1.57505  N108 1.010
120 N 8.76676 1.47905 -5.54889  C121 1.270, H124 1.010, H125 1.010
121 C 8.41676 1.37259 -4.33313  N120 1.270, N122 1.312, O123 1.197
122 N 7.11644 1.45402 -4.17501  C121 1.312, H126 1.010, H127 1.010
123 O 9.12655 1.04375 -3.42681  C121 1.197
124 H 9.69489 1.32520 -5.91633  N120 1.010
125 H 8.13613 1.82431 -6.25825  N120 1.010
126 H 6.75708 1.16973 -3.27493  N122 1.010
127 H 6.48007 1.53646 -4.95498  N122 1.010
128 N 0.83491 -4.82878 7.01070  C129 1.303, H132 1.010, H133 1.010
129 C 0.59807 -3.79038 6.26059  N128 1.303, N130 1.325, O131 1.219
130 N 0.51962 -4.09243 4.97258  C129 1.325, H134 1.010, H135 1.010
131 O 0.33818 -2.68318 6.69821  C129 1.219
132 H 0.86431 -4.72125 8.01453  N128 1.010
133 H 1.29938 -5.65845 6.67006  N128 1.010
134 H 0.56480 -5.05726 4.67735  N130 1.010
135 H 0.21247 -3.41410 4.29021  N130 1.010
136 N -0.48120 10.89777 -1.11048  C137 1.364, H140 1.010, H141 1.010
137 C -0.92999 9.65322 -1.44215  N136 1.364, N138 1.278, O139 1.235
138 N -0.15725 8.77568 -0.92555  C137 1.278, H142 1.010, H143 1.010
139 O -1.79918 9.37147 -2.27293  C137 1.235
140 H -0.92265 11.67264 -1.58459  N136 1.010
141 H 0.43422 10.96732 -0.68941  N136 1.010
142 H -0.37275 7.78929 -0.95158  N138 1.010
143 H 0.63866 9.08152 -0.38417  N138 1.010
144 N 3.97150 -0.91401 -8.14899  C145 1.307, H148 1.010, H149 1.010
145 C 2.99241 -0.73472 -7.30229  N144 1.307, N146 1.261, O147 1.234
146 N 2.11102 -1.60592 -7.53552  C145 1.261, H150 1.010, H151 1.010
147 O 2.89156 0.22488 -6.53377  C145 1.234
148 H 3.93420 -1.51616 -8.95899  N144 1.010
149 H 4.81791 -0.36609 -8.08992  N144 1.010
150 H 2.33892 -2.33111 -8.20054  N146 1.010
151 H 1.23467 -1.71236 -7.04482  N146 1.010
152 O 2.62778 6.46689 3.19105  H153 0.957, H154 0.957
153 H 2.66068 5.66997 3.72027  O152 0.957
154 H 2.94150 6.19528 2.32847  O152 0.957

Results
Energy relative to the best compared isomer or geometry (same formula, charge and spin) in kJ/mol: 685.4
LUMO in eV: 0.07
Calculated total energy in hartree: -3000.20591
Charge: 0
HOMO level in eV: -8.9751
SMILES: COC[C@H](C)N.COC[C@H](C)N.COC[C@H](C)N.COC[C@H](C)N.COC[C@H](C)N.COC[C@H](C)N.COC[C@H](C)N.NC(N)=O.NC(N)=O.NC(N)=O.NC(N)=O.O

Atom charges from the Mulliken analysis, given in e for atoms 1 to 4: atom 1 (C): -0.662, atom 2 (O): -0.351, atom 3 (C): -0.782, atom 4 (C): 0.409

Record 3
Density functional theory data (ωB97M-V/def2-TZVPD) for a 2-piece molecular cluster, C3H6O2 overall.

Each atom is followed by the atoms it is bonded to, with distances in Å.
CARTESIAN COORDINATES (ANGSTROEM)
1 C 0.06396 1.06033 -0.09503  C2 1.348, H5 1.083, H6 1.090
2 C -0.84861 0.12174 0.22458  C1 1.348, C3 1.463, H7 1.085
3 C -0.54515 -0.85049 1.27538  C2 1.463, O4 1.211, H8 1.117
4 O -1.32876 -1.63502 1.76249  C3 1.211
5 H -0.12398 1.85447 -0.80679  C1 1.083
6 H 1.02150 1.12397 0.42156  C1 1.090
7 H -1.83885 0.12230 -0.21913  C2 1.085
8 H 0.51387 -0.80491 1.62772  C3 1.117
9 O 1.01016 -0.08634 -1.70796  H10 0.965, H11 0.980
10 H 1.79856 -0.33409 -1.20895  O9 0.965
11 H 0.27731 -0.57195 -1.27387  O9 0.980

Results
Energy relative to the best compared isomer or geometry (same formula, charge and spin) in kJ/mol: 224.2
LUMO in eV: 0.36
Calculated total energy in hartree: -268.31984
Charge: 0
HOMO level in eV: -9.8179
SMILES: C=CC=O.O

Atom charges from the Mulliken analysis, given in e for atoms 1 to 4: atom 1 (C): -0.464, atom 2 (C): -0.351, atom 3 (C): 0.119, atom 4 (O): -0.492